# 1
Molecular formula: C4H11BMnNO5PS
Method: DFT, ωB97M-V/def2-TZVPD

The geometry in XYZ format:
```
25
Properties=species:S:1:pos:R:3:forces:R:3
N 1.982296 -0.083750 1.591181 0.199 -0.411 -1.183
B 1.829154 -0.406345 0.177813 1.802 -0.711 0.173
O 2.990421 -0.730166 -0.541638 -1.992 0.689 1.009
C 0.423537 -0.436815 -0.618157 -0.754 0.136 -0.081
C -0.290919 -1.837922 -0.402953 0.304 1.499 0.256
S -2.070094 -1.674437 -0.018950 -3.368 -3.400 -2.265
O -2.750959 -1.253294 -1.275050 2.012 0.688 2.032
O -2.528647 -2.976095 0.456868 1.282 2.983 0.139
O -2.332024 -0.453337 1.060975 0.994 -1.226 -1.060
C -1.261301 0.474545 1.150934 0.025 0.898 0.298
C -0.552077 0.716241 -0.213100 1.167 0.341 -0.457
P 0.257889 2.415997 -0.237595 -1.483 1.002 2.512
O -0.713534 3.498109 0.206157 0.618 -1.596 -1.730
H 2.983701 -0.036439 1.773140 0.019 0.173 0.150
H 1.672953 -0.836665 2.201473 -0.497 0.337 0.248
H 2.722191 -1.050588 -1.401585 0.523 -0.103 -0.664
H 0.653588 -0.339127 -1.696330 -0.135 -0.043 0.328
H -0.266775 -2.343512 -1.373937 -0.358 -0.360 0.501
H 0.209288 -2.412654 0.383746 -0.405 -0.102 -0.181
H -1.705886 1.409783 1.518796 0.080 -0.292 -0.027
H -0.515728 0.135143 1.884299 -0.038 0.120 -0.295
H -1.396677 0.770332 -1.002390 0.019 -0.167 0.314
H 1.523893 2.440899 0.408703 -0.116 -0.256 -0.557
H 0.505605 2.680833 -1.667369 0.285 -0.451 -0.508
Mn -1.369897 2.329265 -2.365030 -0.184 0.253 1.047
```
Forces are in eV/Å.

calculated total energy: -68153.65006 eV
multiplicity: 6
frontier orbital gap (alpha / beta): 5.08 / 5.11 eV
ΔE to the lowest compared entry with this formula, charge and spin: 0.000 eV
total charge: +2

Atom-resolved charges from Löwdin, all expressed in e: number 1, N, carries 0.18; number 2, B, carries -0.59; number 3, O, carries 0.17; number 4, C, carries -0.22; number 5, C, carries -0.12; number 6, S, carries 0.75; number 7, O, carries -0.30; number 8, O, carries -0.22; number 9, O, carries -0.18; number 10, C, carries -0.18; number 11, C, carries -0.41; number 12, P, carries 0.81; number 13, O, carries -0.35; number 14, H, carries 0.11; number 15, H, carries 0.11; number 16, H, carries 0.10; number 17, H, carries 0.13; number 18, H, carries 0.13; number 19, H, carries 0.13; number 20, H, carries 0.14; number 21, H, carries 0.14; number 22, H, carries 0.07; number 23, H, carries 0.10; number 24, H, carries 0.02; number 25, Mn, carries 1.48



# 2
Molecular formula: C3H3NO4
Method: DFT, ωB97M-V/def2-TZVPD

The geometry in XYZ format:
```
11
Properties=species:S:1:pos:R:3:forces:R:3
C -0.126685 -1.370387 -0.903906 0.971 -1.272 3.832
C 0.234220 -0.459904 0.355360 -0.576 1.065 0.502
C 0.140458 1.837555 1.048525 1.228 0.876 0.264
H -0.755325 -1.150211 -2.641380 2.171 1.680 1.406
H -0.220963 1.177497 -0.998554 1.022 -0.469 2.526
H 0.657952 1.266705 1.857482 -0.720 0.969 0.335
N 0.177674 0.936555 -0.019748 -1.452 -0.372 -1.386
O -0.125183 -0.610556 -1.981680 -2.860 -2.513 -3.090
O -0.357851 -2.545296 -0.711360 -0.009 1.921 -1.453
O 0.373917 -0.843176 1.504810 0.004 0.227 -2.540
O -0.192551 3.012346 1.053331 0.222 -2.112 -0.397
```
Forces are in eV/Å.

calculated total energy: -12839.17485 eV
multiplicity: 1
frontier orbital gap: 9.72 eV
ΔE to the lowest compared entry with this formula, charge and spin: 1.148 eV
total charge: 0
SMILES string: O=CNC(=O)C(=O)O

Atom-resolved charges from Löwdin, all expressed in e: number 1, C, carries -0.45; number 2, C, carries -0.30; number 3, C, carries -0.30; number 4, H, carries 0.22; number 5, H, carries 0.18; number 6, H, carries 0.14; number 7, N, carries 0.10; number 8, O, carries 0.08; number 9, O, carries 0.15; number 10, O, carries 0.11; number 11, O, carries 0.05



# 3
Molecular formula: H18NO12
Method: DFT, ωB97M-V/def2-TZVPD

The geometry in XYZ format:
```
31
Properties=species:S:1:pos:R:3:forces:R:3
N -0.486765 0.354239 0.963263 0.526 -0.611 -7.442
O -0.651906 -0.864390 0.753075 -1.793 -1.102 2.523
O -1.328750 1.160073 0.505810 -2.475 0.424 2.606
O 0.667742 0.711849 0.831273 3.277 1.369 2.629
O -1.871976 0.508824 -2.104433 0.644 0.627 -1.174
H -2.521014 -0.144206 -1.939248 -1.038 -1.147 0.014
H -1.599660 0.750461 -1.227722 0.466 0.361 0.618
O 3.746978 -0.184380 1.159855 0.282 -2.339 -0.693
H 3.312584 0.637108 1.224753 -0.495 2.035 0.358
H 4.626421 -0.083485 1.472638 0.980 0.194 0.489
O -0.235652 -3.130687 -0.809695 -0.907 -1.230 -0.057
H 0.631382 -3.295578 -1.152919 0.679 -0.048 -0.277
H -0.145687 -2.283987 -0.398898 0.059 0.872 0.248
O 2.867498 2.226536 0.693021 2.466 1.616 -0.040
H 2.082208 1.751621 0.598399 -2.832 -0.928 -0.221
H 3.348319 2.049122 -0.123696 -0.018 0.211 0.023
O -2.950444 -2.454247 0.945711 -0.398 -0.107 0.106
H -2.357133 -3.201479 1.019769 0.077 -0.428 -0.084
H -2.314874 -1.748674 0.797135 0.172 0.463 -0.024
O 1.817331 -1.994272 1.620542 2.093 -0.514 0.519
H 1.023430 -1.575499 1.408628 -2.613 0.521 -0.478
H 2.407870 -1.231945 1.485904 0.473 -0.754 0.212
O -0.543488 3.443379 -0.716259 -1.021 -0.132 -1.501
H -1.048039 2.807173 -0.184560 0.745 0.306 0.310
H 0.109775 3.909261 -0.229879 0.587 0.154 1.073
O -4.188315 1.561333 -0.493720 1.123 1.657 -0.190
H -3.443132 1.071258 -0.151313 0.398 -0.158 0.249
H -4.918747 0.998457 -0.448191 -1.687 -1.419 0.169
O 1.074117 -0.841210 -1.844251 0.289 -0.762 -1.464
H 1.209788 -0.298197 -1.078131 0.459 0.682 0.407
H 1.680138 -0.608456 -2.576861 -0.517 0.188 1.093
```
Forces are in eV/Å.

calculated total energy: -26350.35175 eV
multiplicity: 1
frontier orbital gap: 9.75 eV
ΔE to the lowest compared entry with this formula, charge and spin: 3.095 eV
total charge: -1

Atom-resolved charges from Löwdin, all expressed in e: number 1, N, carries -0.44; number 2, O, carries -0.04; number 3, O, carries -0.05; number 4, O, carries -0.01; number 5, O, carries -0.03; number 6, H, carries 0.01; number 7, H, carries -0.04; number 8, O, carries -0.02; number 9, H, carries -0.04; number 10, H, carries 0.04; number 11, O, carries -0.05; number 12, H, carries 0.02; number 13, H, carries -0.04; number 14, O, carries -0.03; number 15, H, carries -0.04; number 16, H, carries 0.07; number 17, O, carries -0.08; number 18, H, carries 0.02; number 19, H, carries -0.02; number 20, O, carries -0.06; number 21, H, carries -0.07; number 22, H, carries -0.02; number 23, O, carries -0.06; number 24, H, carries 0.00; number 25, H, carries 0.00; number 26, O, carries -0.03; number 27, H, carries -0.01; number 28, H, carries 0.00; number 29, O, carries -0.04; number 30, H, carries 0.00; number 31, H, carries 0.06



# 4
Molecular formula: C3H5FO
Method: DFT, ωB97M-V/def2-TZVPD

The geometry in XYZ format:
```
10
Properties=species:S:1:pos:R:3:forces:R:3
C -0.264128 -0.345568 1.104084 -2.618 0.980 0.477
C 0.486159 0.521248 0.096676 3.492 1.789 7.969
C 0.068842 0.405068 -1.155496 -4.173 -4.307 -10.012
H 0.043361 -1.342252 1.317570 1.270 -0.471 -0.107
H -1.412429 -0.638425 0.861103 2.552 1.738 0.736
H -0.081039 0.286487 1.937274 -0.624 0.082 1.671
H 1.026534 0.281318 -1.788139 -1.890 0.360 0.390
H -0.978983 0.759363 -1.879892 3.552 -0.297 2.883
O 1.511163 1.160238 0.401114 -2.182 -1.027 -0.448
F -0.399478 -1.087477 -0.894294 0.620 1.153 -3.559
```
Forces are in eV/Å.

calculated total energy: -7953.13658 eV
multiplicity: 1
frontier orbital gap: 10.33 eV
ΔE to the lowest compared entry with this formula, charge and spin: 3.372 eV
total charge: 0
SMILES string: CC(=O)CF

Atom-resolved charges from Löwdin, all expressed in e: number 1, C, carries -0.03; number 2, C, carries -0.52; number 3, C, carries 0.00; number 4, H, carries 0.07; number 5, H, carries 0.15; number 6, H, carries 0.07; number 7, H, carries 0.16; number 8, H, carries 0.24; number 9, O, carries 0.08; number 10, F, carries -0.21



# 5
Molecular formula: C4H6O3S
Method: DFT, ωB97M-V/def2-TZVPD

The geometry in XYZ format:
```
14
Properties=species:S:1:pos:R:3:forces:R:3
C 1.468462 -0.691166 0.497169 0.164 -0.270 0.175
C 0.278737 0.200746 0.003804 0.143 -2.254 -2.018
C -0.630565 0.858774 -2.135803 3.826 -2.135 -0.537
C -1.393103 -0.362912 1.675605 4.150 2.942 -0.327
H 2.389908 -0.779073 -0.822351 -2.602 0.175 4.310
H 0.858183 -1.932351 0.786291 2.559 4.060 -0.814
H 1.955212 0.036153 1.534421 -1.135 -3.082 -3.348
H 0.386755 1.250962 0.297112 -0.212 -0.190 -0.218
H -1.269404 1.303810 -1.439731 -1.477 0.966 0.452
H -2.328807 -0.797387 2.017390 -0.220 -0.347 -0.903
O 0.238109 -0.022934 -1.448447 -0.530 2.187 0.191
O -1.039469 -0.321545 0.257570 -1.453 -0.550 4.417
O -0.626194 0.188125 2.475143 -2.218 -1.739 -1.885
S -0.287823 1.068798 -3.698173 -0.995 0.238 0.504
```
Forces are in eV/Å.

calculated total energy: -21217.08531 eV
multiplicity: 1
frontier orbital gap: 9.07 eV
ΔE to the lowest compared entry with this formula, charge and spin: 5.899 eV
total charge: 0

Atom-resolved charges from Löwdin, all expressed in e: number 1, C, carries -0.06; number 2, C, carries -0.47; number 3, C, carries -0.66; number 4, C, carries -0.18; number 5, H, carries 0.23; number 6, H, carries 0.18; number 7, H, carries 0.15; number 8, H, carries 0.15; number 9, H, carries 0.05; number 10, H, carries 0.14; number 11, O, carries -0.22; number 12, O, carries -0.07; number 13, O, carries 0.03; number 14, S, carries 0.71



# 6
Molecular formula: C4H6N4
Method: DFT, ωB97M-V/def2-TZVPD

The geometry in XYZ format:
```
14
Properties=species:S:1:pos:R:3:forces:R:3
C -1.586962 0.935306 1.649774 -2.103 0.397 -1.363
C -1.165276 0.889569 0.164750 -2.641 -0.157 -0.266
C -0.065496 -0.678343 -0.347060 -0.633 -4.803 -1.739
C 0.288251 0.522543 0.027156 1.653 3.214 -0.297
H -2.772347 0.970084 1.585955 2.368 0.466 0.754
H -1.069418 1.842394 2.105903 -1.071 -1.416 -0.069
H -1.369482 -0.068687 2.086228 0.344 1.061 0.077
H -1.813886 1.477050 -0.566454 1.742 0.552 1.289
H -2.040083 -1.134832 0.168924 0.504 0.679 -0.733
H 2.911777 -1.003019 -0.485061 -2.575 2.739 -0.684
N -1.515188 -0.515590 -0.494804 1.562 -0.690 2.157
N 0.992764 -1.446875 -0.675754 -1.242 1.507 -1.008
N 1.939080 -0.447507 -0.670769 3.657 -5.701 1.318
N 1.630535 0.681763 -0.139132 -1.564 2.152 0.566
```
Forces are in eV/Å.

calculated total energy: -10200.93978 eV
multiplicity: 1
frontier orbital gap: 10.53 eV
ΔE to the lowest compared entry with this formula, charge and spin: 5.000 eV
total charge: 0

Atom-resolved charges from Löwdin, all expressed in e: number 1, C, carries -0.08; number 2, C, carries -0.27; number 3, C, carries -0.38; number 4, C, carries -0.23; number 5, H, carries 0.11; number 6, H, carries 0.10; number 7, H, carries 0.08; number 8, H, carries 0.15; number 9, H, carries 0.11; number 10, H, carries 0.22; number 11, N, carries 0.09; number 12, N, carries 0.12; number 13, N, carries -0.13; number 14, N, carries 0.10